Entry from the Open Molecules 2025 dataset: C18H48BrF6PdSb2Si4Te as an isolated structure (ωB97M-V/def2-TZVPD).

Structure (XYZ):
```
81
Properties=species:S:1:pos:R:3:mulliken_spin:R:1
C -2.64939 0.01047 2.16636 -0.02
H -2.40178 3.03409 2.17898 0.00
Si 5.66217 -0.91860 2.69053 0.03
C 5.42844 -4.53408 1.06038 0.01
H 4.59672 1.27636 3.39742 0.00
H 0.82863 0.89697 5.50089 0.00
H 2.05968 0.10553 4.50031 -0.01
H -3.11336 0.70092 2.88082 0.00
H 6.08933 1.73597 -1.71473 0.01
H 2.70170 -4.23267 2.61367 0.00
H -1.01735 3.40683 1.13298 0.00
Sb -0.42795 -2.91827 -1.36330 0.00
H 3.62307 -1.63541 -2.85679 0.00
F 1.29217 -2.01857 -1.22484 0.01
C 2.39680 -4.38194 1.57502 0.02
C 0.45262 -2.13176 3.79752 0.00
H 8.04593 -1.30993 3.01074 0.00
F 0.39709 -4.53475 -0.95078 0.00
C -0.45127 2.57253 3.06759 0.00
H 2.76765 -0.23146 -2.19532 0.00
Pd 0.37370 -0.34718 0.33264 0.42
H -4.07106 -1.55612 2.42814 0.00
H 6.24788 1.34626 -0.00380 0.00
F -0.42676 -2.47078 0.57213 0.00
H -0.31060 -2.62100 3.19278 0.00
H 4.57529 -4.23802 -1.87014 0.00
C 1.14542 -0.05762 5.07909 0.01
H -2.73369 -1.68669 3.55902 0.00
F -1.04171 -1.09789 -1.47928 0.01
H 0.92448 4.14202 3.50422 0.00
Te 2.53784 0.26069 1.43510 -0.13
H 6.15960 -2.60349 -1.72185 -0.01
H -2.51626 -2.13832 1.85524 0.00
F -2.16386 -3.53431 -1.17824 0.00
C 5.07450 -2.02767 4.07960 0.03
H 7.07995 -1.23409 -2.34507 0.01
H -2.70470 1.37770 0.44542 0.00
Si 3.78382 -3.90798 0.43432 0.06
H 6.17250 0.98605 4.10734 0.00
C 3.60612 -4.28710 -1.37150 0.00
H -1.37842 4.42057 2.53203 0.00
H -4.14885 0.40186 0.69199 0.00
C 6.49288 -1.59242 -1.49022 0.04
Si 4.11693 -1.54270 0.91973 0.23
H 1.38583 3.19711 2.10242 0.00
Si 5.07647 -0.41478 -1.29076 0.16
H 3.25082 -5.31911 -1.45243 0.00
H 1.47912 -3.82918 1.38549 0.00
H 5.42692 -5.62237 0.93961 0.00
H 4.02113 -0.00082 -3.41033 0.01
H 7.15591 -1.61361 -0.62849 -0.01
H 2.89355 -3.65645 -1.89405 0.00
C -3.05898 0.38997 0.74793 0.00
H 1.37834 -2.10999 3.21594 0.00
C -1.37100 3.39193 2.16710 0.00
C 0.96613 3.12604 3.10629 0.00
H 1.64408 2.55012 3.73761 0.00
H 7.45891 -2.36877 1.73695 0.00
H -0.87011 2.53651 4.08030 0.00
H -2.70319 -0.34289 0.02485 0.00
H 7.77724 -0.65321 1.40390 0.00
H 4.70312 1.95232 -0.64521 0.00
H 5.62753 -1.78131 4.99046 0.00
C 0.06237 -0.72865 4.24751 0.02
H 6.27306 -4.15004 0.48713 0.00
H 6.05958 1.51982 2.43751 0.00
H 4.01046 -1.90997 4.29497 -0.01
H 0.63356 -2.75295 4.67773 0.00
C 5.56335 1.31456 -0.85100 0.02
C 7.38719 -1.35890 2.13827 -0.01
H 5.26200 -3.08013 3.85982 0.00
C -2.99109 -1.42912 2.53135 0.00
H -0.86631 -0.77736 4.82527 0.00
H 2.17641 -5.44362 1.43429 0.00
H 5.59359 -4.32672 2.11801 0.00
Sb -0.57767 0.47035 2.57189 0.03
F -0.25509 -3.10162 -3.19297 0.00
C 5.59084 0.88055 3.18656 -0.01
Br 1.15850 1.76237 -0.67971 0.05
C 3.73244 -0.59935 -2.53819 0.03
H 1.40541 -0.71481 5.91203 0.00
```

Values from the calculation:
Relative energy (zero: lowest compared OMol25 entry of this formula, charge and spin)   3.1145 eV
Expectation value of S²   0.985
E_LUMO (spin up / spin down)   -8.5 / -8.9 eV
Total charge   +2
Multiplicity   2
Gap between HOMO and LUMO (spin up / spin down)   5.5 / 5.7 eV

---

Entry from the Open Molecules 2025 dataset: one molecule with the formula C18H19N3O4S (ωB97M-V/def2-TZVPD).

Structure (XYZ):
```
45
Properties=species:S:1:pos:R:3:nbo_charge:R:1
C 0.11220 -0.40204 -0.59064 0.64
H 5.70052 -4.17817 2.55326 0.23
H 3.55713 -6.49028 -0.32534 0.21
C -1.35606 5.15019 2.86986 -0.07
H 4.44959 -2.13345 1.90534 0.22
H -2.16794 1.64127 -3.65950 0.23
C -1.06260 6.49720 2.32721 -0.42
H 1.87339 -2.10026 -0.76817 0.45
H -2.01025 6.92177 1.97678 0.21
N 2.40543 -2.07507 0.12693 -0.58
C -3.32958 2.38869 0.07213 0.28
O 0.44872 -1.16769 -1.48801 -0.64
H -0.45396 1.55196 -3.08779 0.21
C 4.95211 -4.17626 1.76880 -0.23
N -1.01590 0.37185 -0.63512 -0.42
C -1.50767 1.61327 -2.75730 -0.62
O -1.87574 2.50692 3.19122 -0.56
H -1.59363 2.53039 -2.23368 0.22
O 5.57708 -6.44907 1.45359 -0.69
H 2.41981 -0.91445 1.96280 0.22
C 3.70353 -5.51426 0.14903 -0.26
H -1.73242 -0.52065 -2.45891 0.24
C 3.17586 -3.18143 0.47298 0.13
H 0.26196 7.46515 0.96384 0.21
C 2.91363 -4.38456 -0.17644 -0.23
C 4.75104 -5.38304 1.11060 0.28
H 5.23756 -7.32763 1.12860 0.49
H 0.83364 5.86139 1.45583 0.20
H -0.43362 4.74810 3.31743 0.19
S 0.16538 0.97560 1.63417 0.37
N -4.22313 2.65497 -0.62575 -0.34
C -0.04150 6.44597 1.16735 -0.61
C 0.90075 -0.29255 0.62249 -0.38
O -1.85974 4.31412 1.79310 -0.50
H -2.88635 0.47109 -1.57332 0.22
C -1.84646 0.39290 -1.88262 -0.22
H 2.10046 -4.47818 -0.88300 0.23
C -1.96105 2.99373 2.08465 0.80
H -0.46254 5.97111 0.27685 0.22
C 2.00473 -1.02576 0.97738 0.11
C -1.18499 1.18501 0.51864 0.17
H -2.11887 5.19165 3.63852 0.20
H -0.65831 7.10748 3.13408 0.21
C 4.21960 -3.05627 1.41058 -0.24
C -2.16885 2.11227 0.89453 -0.39
```

Values from the calculation:
Relative energy (zero: lowest compared OMol25 entry of this formula, charge and spin)   3.1821 eV
E_LUMO   -0.2 eV
Total charge   0
Multiplicity   1
SMILES string   CCCOC(=O)/C(C#N)=c1\s/c(=C/Nc2ccc(O)cc2)c(=O)n1CC
Gap between HOMO and LUMO   7.4 eV